Here is a cluster of 2 separate species, C6H11FNO4S in total in a non-equilibrium geometry from the OMol25 dataset. Energies are from wB97M-V/def2-TZVPD.

XYZ file:
```
24
Properties=species:S:1:pos:R:3
C 0.3960 0.1111 -0.9449
C 0.2633 -1.7074 0.3906
C 1.8389 -0.2975 -1.3845
C 1.8004 -1.9323 0.1845
C -0.6515 1.2054 2.1189
C -0.9682 0.2616 1.0106
N 0.1695 -0.2623 0.4002
O -1.3286 2.7804 -1.4889
O -3.6374 2.4123 -0.5402
O -2.7240 0.9334 -2.3872
O 2.2909 -1.6463 -1.1294
F -1.8348 -0.7448 1.4136
S -2.4349 1.8220 -1.2579
H 0.4601 1.1662 -0.9525
H -0.4024 -0.1272 -1.6746
H -0.3144 -2.1966 -0.3821
H -0.0701 -2.1000 1.3826
H 2.0144 -0.1814 -2.4959
H 2.4101 0.4612 -0.8392
H 2.3052 -1.2505 0.9711
H 2.1703 -3.0009 0.3824
H -1.4649 1.0185 2.7270
H 0.2703 1.0469 2.6748
H -0.5580 2.2280 1.8210
```

HOMO (alpha / beta) = -3.6 / -4.4 eV
Energy = -29631.111 eV
Kohn-Sham gap (alpha / beta) = 6.780 / 7.640 eV
Net charge = -1

natural (NBO) population analysis, charges in e, atoms 1 to 8: number 1, C, carries -0.27; number 2, C, carries -0.26; number 3, C, carries -0.09; number 4, C, carries -0.08; number 5, C, carries -0.71; number 6, C, carries 0.53; number 7, N, carries -0.53; number 8, O, carries -0.99


Here is the molecule C9H10N2O in a non-equilibrium geometry from the OMol25 dataset. Energies are from wB97M-V/def2-TZVPD.

XYZ file:
```
22
Properties=species:S:1:pos:R:3
C 2.5615 -1.3092 -1.5862
C 1.4641 -0.6143 -0.9104
N 1.8630 0.3232 0.0288
C 0.5336 0.6371 0.6207
C 0.2199 1.4867 1.7172
C -1.0380 1.7698 2.1092
O -1.3475 2.7052 3.0325
C -2.1737 1.3641 1.2044
C -1.8851 0.4275 0.2466
C -0.4953 0.0247 -0.1200
N 0.1700 -0.8088 -0.9977
C -0.4813 -1.7527 -1.8002
H 2.6396 -2.4167 -1.2699
H 3.5496 -0.7942 -1.3754
H 2.2454 -1.2049 -2.6758
H 1.0195 2.0070 2.3295
H -0.7006 2.7889 3.8510
H -3.2137 1.6827 1.5328
H -2.8023 -0.1792 0.0346
H -1.5502 -1.3001 -2.2831
H -0.7990 -2.6818 -1.1664
H 0.2203 -2.1549 -2.5223
```

HOMO = -8.0 eV
Energy = -14520.838 eV
Kohn-Sham gap = 8.735 eV
SMILES = Cc1nc2cc(O)ccc2n1C
Net charge = 0

natural (NBO) population analysis, charges in e, atoms 1 to 8: number 1, C, carries -0.66; number 2, C, carries 0.39; number 3, N, carries -0.47; number 4, C, carries 0.13; number 5, C, carries -0.30; number 6, C, carries 0.30; number 7, O, carries -0.69; number 8, C, carries -0.25


- Number 1 is which compound?
  C6H11FNO4S